[1]
The following is a DFT calculation (the ωB97M-V functional and the def2-TZVPD basis) of a cluster of 2 separate species, C5H14N2O in total at a distorted geometry.

The geometry in ORCA input format:
```
! RIJCOSX wB97M-V def2-TZVPD def2/J DEFGRID3
* xyz 0 1
C 1.1633 -1.5101 0.7536
N 1.4678 -1.3391 2.1024
C -1.4235 -1.4413 -1.6941
O -1.0511 -0.1856 -2.0412
C 1.1185 -0.1158 0.0828
C 0.5924 1.0364 1.0120
C -0.1806 2.0978 0.2571
N -1.4089 1.5773 -0.2425
H 1.8967 -2.0153 0.1083
H 0.1309 -1.9202 0.6437
H 2.3119 -1.8833 2.3066
H -2.5030 -1.6119 -1.7978
H -0.8642 -2.1492 -2.3342
H -1.1593 -1.7989 -0.6452
H 2.1528 0.1805 -0.1668
H 0.6387 -0.0790 -0.8875
H 1.4467 1.4377 1.5806
H -0.0128 0.4472 1.7024
H 0.4368 2.6236 -0.4841
H -0.4389 2.8710 0.9752
H -2.2980 1.7143 0.1850
H -1.3481 0.9454 -1.1134
*
```

The value obtained for the LUMO energy is -3.940 eV. Its total energy is -10431.75704 eV. The calculation puts the energy relative to the best compared isomer or geometry (same formula, charge and spin) at 894.51 kJ/mol.

Results of the Löwdin charge analysis, in e, for atoms 1 through 6: -0.31 0.18 -0.27 -0.25 -0.19 -0.19

[2]
The following is a DFT calculation (the ωB97M-V functional and the def2-TZVPD basis) of a cluster of 2 separate species, C5H14N2O in total at a distorted geometry.

The geometry in ORCA input format:
```
! RIJCOSX wB97M-V def2-TZVPD def2/J DEFGRID3
* xyz 0 1
C -1.7484 -0.7227 -0.9974
C -0.6546 -0.6479 0.0662
O -1.1220 -1.2390 1.2512
C -0.0526 0.7549 0.3340
C -0.3214 1.7825 -0.7651
N -0.4807 1.2113 1.6566
H -2.5973 -0.1002 -0.7247
H -1.3768 -0.4194 -1.9699
H -2.0979 -1.7506 -1.0518
H 0.2210 -1.2766 -0.3051
H -0.9929 -0.5816 1.9509
H 1.0503 0.6005 0.3959
H 0.1861 2.7152 -0.5207
H 0.0640 1.4344 -1.7198
H -1.3863 1.9840 -0.8666
H -1.4165 1.6060 1.6028
H 0.1391 1.9323 2.0039
C 2.3468 -1.6735 -0.3629
N 2.7786 -0.6053 0.1592
H 2.2694 -1.7002 -1.4456
H 2.2413 -2.6367 0.1470
H 2.9507 -0.6672 1.1620
*
```

The value obtained for the LUMO energy is 0.968 eV. As for the structure (SMILES): C[C@H](O)[C@@H](C)N.C=N. Its total energy is -10438.64491 eV. The calculation puts the energy relative to the best compared isomer or geometry (same formula, charge and spin) at 229.93 kJ/mol.

Results of the Löwdin charge analysis, in e, for atoms 1 through 6: -0.05 -0.42 -0.05 -0.39 -0.06 0.03

[3]
The following is a DFT calculation (the ωB97M-V functional and the def2-TZVPD basis) of a cluster of 3 separate species, C5H14N2O in total.

The geometry in ORCA input format:
```
! RIJCOSX wB97M-V def2-TZVPD def2/J DEFGRID3
* xyz 0 1
C 1.0737 0.5572 -0.2857
C 1.8929 -0.6679 -0.4999
C 2.2359 -1.4651 0.7591
O 0.2172 0.6890 1.8312
H 0.2849 -0.2140 2.1604
H 0.5940 0.9804 -1.1541
H 1.4777 1.2821 0.3973
H 1.4396 -1.3198 -1.2480
H 2.8352 -0.2949 -0.9384
H 2.6360 -0.8144 1.5371
H 2.9717 -2.2402 0.5357
H 1.3450 -1.9548 1.1559
C -1.9605 0.5269 -0.3762
N -2.0699 1.1727 0.7922
N -2.6722 1.0027 -1.4558
C -1.1161 -0.5719 -0.5056
H -2.6486 1.9952 0.8477
H -2.5688 0.5238 -2.3339
H -1.1987 1.0368 1.4208
H -2.8526 1.9921 -1.5199
H -1.0170 -1.0401 -1.4766
H -0.8994 -1.1758 0.3568
*
```

The value obtained for the LUMO energy is -0.015 eV. Its total energy is -10435.92249 eV. The calculation puts the energy relative to the best compared isomer or geometry (same formula, charge and spin) at 492.61 kJ/mol.

Results of the Löwdin charge analysis, in e, for atoms 1 through 6: 0.08 -0.30 -0.11 -0.32 -0.03 0.07

[4]
The following is a DFT calculation (the ωB97M-V functional and the def2-TZVPD basis) of a cluster of 2 separate species, C5H14N2O in total at a distorted geometry.

The geometry in ORCA input format:
```
! RIJCOSX wB97M-V def2-TZVPD def2/J DEFGRID3
* xyz 0 1
H -1.5480 0.4760 1.3376
N -1.4941 -0.4224 0.8588
C -0.7513 -0.4271 -0.1693
C -0.6297 -1.6949 -0.9608
C -0.7414 0.9445 -1.1425
C 0.5434 1.7172 -1.1811
O -1.7567 1.7849 -0.6546
H -0.5971 -2.5465 -0.2860
H -1.5034 -1.8058 -1.6031
H 0.2589 -1.6719 -1.5863
H -1.0000 0.5852 -2.1501
H 1.2671 1.2552 -1.8633
H 1.0787 1.6713 -0.1791
H 0.3556 2.7519 -1.4377
H -2.5074 1.2292 -0.3749
C 1.1002 -0.5342 2.1739
N 1.2586 -0.5401 0.7231
H 0.2374 -1.1459 2.4219
H 0.8860 0.4833 2.4968
H 1.9964 -0.8829 2.7066
H 1.5970 -1.4472 0.4193
H 1.9498 0.2202 0.4508
*
```

The value obtained for the LUMO energy is 0.828 eV. As for the structure (SMILES): [H]/N=C(/C)[C@H](C)O.CN. Its total energy is -10437.99029 eV. The calculation puts the energy relative to the best compared isomer or geometry (same formula, charge and spin) at 293.10 kJ/mol.

Results of the Löwdin charge analysis, in e, for atoms 1 through 6: 0.06 0.07 -0.44 -0.07 -0.37 -0.06

[5]
The following is a DFT calculation (the ωB97M-V functional and the def2-TZVPD basis) of the molecule C5H14N2O at a distorted geometry.

The geometry in ORCA input format:
```
! RIJCOSX wB97M-V def2-TZVPD def2/J DEFGRID3
* xyz 0 1
N -1.8051 1.8029 0.8878
C -1.4403 0.6406 1.6953
C 0.0435 0.2842 1.8178
C 0.8397 0.0351 0.4853
C 0.1347 -0.3273 -0.8602
N 0.5700 0.6490 -1.9005
C 0.4393 -1.7607 -1.2367
O 1.6540 -1.9494 -1.9509
H -1.3729 2.6541 1.2381
H -1.5784 1.7618 -0.0867
H -1.9351 0.7787 2.6568
H -1.9051 -0.2599 1.2691
H 0.0995 -0.6739 2.3608
H 0.5925 0.9813 2.4383
H 1.6949 -0.6298 0.6121
H 1.3469 0.9824 0.2852
H -0.9083 -0.1481 -0.6607
H -0.2441 0.8908 -2.4516
H 1.2100 0.2320 -2.5695
H -0.2269 -2.3387 -1.8953
H 0.4767 -2.3436 -0.2928
H 2.3147 -1.2614 -1.8416
*
```

The value obtained for the LUMO energy is 0.871 eV. As for the structure (SMILES): NCCC[C@@H](N)CO. Its total energy is -10438.69943 eV. The calculation puts the energy relative to the best compared isomer or geometry (same formula, charge and spin) at 224.67 kJ/mol.

Results of the Löwdin charge analysis, in e, for atoms 1 through 6: 0.00 -0.30 -0.19 -0.16 -0.36 0.04

[6]
The following is a DFT calculation (the ωB97M-V functional and the def2-TZVPD basis) of the molecule C5H14N2O at a distorted geometry.

The geometry in ORCA input format:
```
! RIJCOSX wB97M-V def2-TZVPD def2/J DEFGRID3
* xyz 0 1
C 1.0539 1.8658 -0.0555
C 0.8687 0.6726 0.8403
C 0.3216 -0.5001 0.0847
C 1.2014 -1.0460 -1.0947
N 0.0037 -1.5283 1.0851
C -1.1092 -0.2021 -0.5933
N -2.2290 0.1695 0.3189
O -3.4332 0.1960 -0.2707
H 1.6611 1.6249 -1.0194
H 1.6856 2.6121 0.5545
H 0.1466 2.3091 -0.5145
H 0.3031 0.8829 1.8645
H 2.0202 0.5656 1.1203
H 1.2850 -0.2839 -1.9057
H 2.2153 -1.3719 -0.7076
H 0.6041 -1.9043 -1.5417
H 0.8582 -1.7292 1.5442
H -0.3547 -2.3745 0.6455
H -1.4433 -1.2171 -1.1121
H -1.3078 0.6714 -1.2884
H -1.9823 1.1457 0.9663
H -2.3689 -0.5577 1.0792
*
```

The value obtained for the LUMO energy is 0.685 eV. As for the structure (SMILES): CC[C@@](C)(N)C[NH2+][O-]. Its total energy is -10435.77663 eV. The calculation puts the energy relative to the best compared isomer or geometry (same formula, charge and spin) at 506.68 kJ/mol.

Results of the Löwdin charge analysis, in e, for atoms 1 through 6: -0.15 -0.26 -0.60 -0.05 0.06 -0.11

[7]
The following is a DFT calculation (the ωB97M-V functional and the def2-TZVPD basis) of the molecule C5H14N2O.

The geometry in ORCA input format:
```
! RIJCOSX wB97M-V def2-TZVPD def2/J DEFGRID3
* xyz 0 1
C 1.4614 1.4351 1.1230
C 1.5325 0.0806 0.3995
N 0.2814 -0.6198 0.1930
C -0.3380 -1.1199 1.4064
C -0.6506 -0.0873 -0.7799
C -1.5506 -1.2093 -1.3054
N 0.0959 0.4518 -1.8934
O -1.5322 0.8895 -0.2174
H 1.0021 2.2033 0.5019
H 2.4675 1.7681 1.3673
H 0.8971 1.3475 2.0494
H 2.0006 0.2045 -0.5781
H 2.1662 -0.5919 0.9848
H -1.0703 -0.4257 1.8373
H 0.4383 -1.3109 2.1440
H -0.8423 -2.0628 1.1945
H -2.1870 -0.8167 -2.0936
H -0.9266 -2.0062 -1.6945
H -2.1860 -1.5821 -0.5108
H 0.4550 1.3761 -1.6826
H -0.5032 0.5310 -2.7049
H -1.0111 1.5453 0.2596
*
```

The value obtained for the LUMO energy is 0.921 eV. As for the structure (SMILES): CCN(C)[C@](C)(N)O. Its total energy is -10439.63478 eV. The calculation puts the energy relative to the best compared isomer or geometry (same formula, charge and spin) at 134.43 kJ/mol.

Results of the Löwdin charge analysis, in e, for atoms 1 through 6: -0.08 -0.25 -0.16 -0.08 -0.66 -0.01

[8]
The following is a DFT calculation (the ωB97M-V functional and the def2-TZVPD basis) of a cluster of 2 separate species, C5H14N2O in total at a distorted geometry.

The geometry in ORCA input format:
```
! RIJCOSX wB97M-V def2-TZVPD def2/J DEFGRID3
* xyz 0 1
H -1.0505 -1.9791 -0.4882
N -0.7460 -1.1695 -1.0326
C -0.8789 -0.0540 -0.3156
N -1.5984 -0.0633 0.9203
C -3.0429 -0.2078 0.7720
O -1.3662 1.1953 1.5915
H -0.9242 0.8874 -0.8690
H -3.2436 -1.1160 0.2050
H -3.4841 0.6498 0.2510
H -3.4925 -0.2950 1.7600
H -0.8790 0.9415 2.3846
C 2.2066 1.3762 -0.6480
C 1.7894 0.0977 0.0537
C 1.9120 -1.1555 -0.6520
H 1.8279 1.3919 -1.6721
H 3.2958 1.4543 -0.6915
H 1.8206 2.2582 -0.1334
H 2.0584 0.0697 1.1098
H 0.5007 0.2407 0.1240
H 0.6768 -1.3459 -1.0604
H 2.5024 -1.1438 -1.5660
H 2.1156 -2.0328 -0.0430
*
```

The value obtained for the LUMO energy is 0.922 eV. As for the structure (SMILES): [H]/N=C\N(C)O.CCC. Its total energy is -10435.41634 eV. The calculation puts the energy relative to the best compared isomer or geometry (same formula, charge and spin) at 541.44 kJ/mol.

Results of the Löwdin charge analysis, in e, for atoms 1 through 6: 0.08 0.04 -0.35 -0.22 -0.07 -0.05

[9]
The following is a DFT calculation (the ωB97M-V functional and the def2-TZVPD basis) of the molecule C5H14N2O.

The geometry in ORCA input format:
```
! RIJCOSX wB97M-V def2-TZVPD def2/J DEFGRID3
* xyz 0 1
C -0.9455 -1.3768 -1.8970
C 0.2816 -1.3545 -0.9691
C 0.1259 -0.4265 0.2583
O -1.0623 0.3646 0.1426
C -1.8174 0.4718 1.3170
C 1.3616 0.5039 0.4137
N 1.4121 1.0260 1.7689
N 1.3746 1.5875 -0.5579
H -1.8661 -1.3911 -1.3029
H -0.9611 -0.4968 -2.5197
H -0.9244 -2.2584 -2.5250
H 1.1564 -1.0647 -1.5531
H 0.4621 -2.3659 -0.5948
H 0.0484 -1.0341 1.1633
H -1.2352 0.8739 2.1588
H -2.2359 -0.5066 1.6137
H -2.6359 1.1490 1.0805
H 2.2589 -0.1134 0.2698
H 2.3478 1.3253 1.9956
H 0.8208 1.8423 1.8257
H 1.5903 1.2468 -1.4900
H 0.4432 1.9977 -0.5984
*
```

The value obtained for the LUMO energy is 1.028 eV. As for the structure (SMILES): CC[C@H](OC)C(N)N. Its total energy is -10439.24533 eV. The calculation puts the energy relative to the best compared isomer or geometry (same formula, charge and spin) at 172.00 kJ/mol.

Results of the Löwdin charge analysis, in e, for atoms 1 through 6: -0.09 -0.18 -0.32 -0.20 -0.11 -0.44

[10]
The following is a DFT calculation (the ωB97M-V functional and the def2-TZVPD basis) of a cluster of 2 separate species, C5H14N2O in total at a distorted geometry.

The geometry in ORCA input format:
```
! RIJCOSX wB97M-V def2-TZVPD def2/J DEFGRID3
* xyz 1 2
C 0.5627 0.6121 -2.0072
C 0.5480 1.1126 -0.5587
C 1.0901 0.0065 0.4135
C 0.2982 -0.9747 0.9494
N 0.6895 -2.1148 1.6437
C -0.4731 -2.9899 2.2287
N 0.8674 -0.8651 -2.3069
H -0.1710 0.7779 -2.7990
H 1.1832 1.3168 -2.4919
H 1.3870 1.9828 -0.6601
H -0.4381 1.5060 -0.2195
H 2.1410 0.0633 0.7878
H -0.8043 -1.0648 0.7656
H 1.5243 -2.1431 2.2382
H -0.7230 -3.6439 1.2658
H 0.1346 -3.3537 3.1619
H -1.3068 -2.2554 2.3225
H 1.1571 -1.4285 -1.5192
H 1.7122 -0.8410 -2.8341
H -3.2456 3.7355 -0.6830
H -2.2186 4.0656 0.3295
O -2.9232 4.4428 -0.1471
*
```

The value obtained for the LUMO energy (spin up / spin down) is -3.758 / -7.250 eV. Its total energy is -10428.61165 eV. As for the expectation value of S²: 0.77. The calculation puts the energy relative to the best compared isomer or geometry (same formula, charge and spin) at 344.49 kJ/mol.

Results of the Löwdin charge analysis, in e, for atoms 1 through 6: -0.25 -0.14 0.02 -0.09 0.02 0.01

Question: Which formula does entry 10 have?
Answer: C5H14N2O